i) The following is a quantum chemistry calculation of an isolated ion of composition C5H15N3 and charge +2, from the OMol25 dataset.

Last column: Mulliken charge in e.
Positions of all 23 atoms, in Å:
C 0.329 -0.948 1.697  -0.855
H 0.285 1.244 -2.178  0.289
H 0.337 -1.915 2.063  0.450
H 2.488 -0.757 0.858  0.389
N 0.083 0.376 -0.342  0.082
H 1.827 -2.271 -0.177  0.378
C -0.339 0.475 -1.783  -0.179
N -1.224 0.993 -0.752  -0.345
H 0.239 1.854 1.130  0.345
H -0.192 -1.505 -0.173  0.380
H -2.716 0.681 0.584  0.388
H 0.298 2.374 -0.439  0.430
N 0.405 -0.875 0.271  0.117
C 0.651 1.559 0.221  -0.733
H -0.525 -0.464 2.124  0.348
C 1.786 -1.234 -0.075  -0.801
H 2.098 -0.924 -1.066  0.383
H 1.204 -0.548 2.167  0.392
C -2.431 0.470 -0.414  -0.873
H -2.544 -0.584 -0.674  0.358
H -0.619 -0.422 -2.273  0.368
H 1.792 1.421 0.239  0.364
H -3.231 0.999 -1.006  0.326

Values from the calculation:
LUMO level   -7.400 eV
Total charge   +2
SMILES   CN1C[N@+]1(C)[NH+](C)C



ii) The following is a quantum chemistry calculation of an isolated ion of composition C5H15N3 and charge +2, from the OMol25 dataset.

Last column: Mulliken charge in e.
Positions of all 23 atoms, in Å:
H 2.430 -0.671 2.808  0.375
H -0.759 -2.206 -1.665  0.385
N 0.421 2.034 0.741  -0.413
C 0.674 0.755 0.410  1.299
H -0.315 1.087 -1.589  0.566
H -3.080 0.511 -1.915  0.393
C -0.053 0.315 -0.849  -1.550
H 1.506 -1.193 0.739  0.298
H -1.798 -0.044 -2.923  0.409
H 2.110 0.951 2.608  0.335
N 2.429 0.103 2.143  -0.187
H -2.971 -1.151 -2.120  0.409
H -0.441 -2.178 -0.012  0.252
H -1.923 -2.546 -0.522  0.376
H 0.676 -0.354 -1.298  0.459
C -1.422 -0.465 -0.807  0.505
H -1.918 -0.148 0.121  0.366
H 3.360 0.213 1.735  0.378
C -2.331 -0.263 -1.993  -1.499
N -1.118 -1.950 -0.741  -0.321
H -0.188 2.721 0.337  0.224
H 0.835 2.350 1.606  0.100
C 1.463 -0.158 1.023  -1.161

Values from the calculation:
LUMO level   -6.640 eV
Total charge   +2
SMILES   C[C@@H]([NH3+])C/C(N)=C/[NH3+]



Which of them is the least stable? Correct choice: i).



i) The following is a quantum chemistry calculation of an isolated molecule of H3PS2, from the OMol25 dataset.

Last column: Mulliken charge in e.
Positions of all 6 atoms, in Å:
H -0.083 0.913 0.758  0.117
H -1.648 -0.642 -0.107  0.080
H 2.810 0.298 1.277  0.199
S 2.662 0.438 -0.097  -0.243
S 0.989 -1.227 -0.148  -0.134
P -0.641 0.291 -0.500  -0.018

Values from the calculation:
LUMO level   -0.793 eV
SMILES   PSS



ii) The following is a quantum chemistry calculation of an isolated molecule of H3PS2, from the OMol25 dataset.

Last column: Mulliken charge in e.
Positions of all 6 atoms, in Å:
H -0.789 -2.199 0.628  0.210
H -0.295 1.783 0.028  0.106
H 0.067 0.736 -1.493  0.105
S 2.040 -0.013 0.530  -0.335
S -1.333 -0.756 0.418  -0.278
P 0.310 0.449 -0.112  0.191

Values from the calculation:
LUMO level   0.096 eV
SMILES   S=[PH2]S



Which of them is the least stable? Correct choice: i).



i) The following is a quantum chemistry calculation of C49H45F5N2O2P3S5Sc as an isolated structure, from the OMol25 dataset.

Last column: Mulliken charge in e.
Positions of all 112 atoms, in Å:
H 7.553 1.077 2.931  0.426
C 4.376 -4.530 1.805  -1.205
C 2.388 1.731 2.201  -1.057
S -1.415 2.350 1.189  0.384
H 5.880 1.542 3.050  0.117
P 4.421 -1.214 0.284  0.582
H -2.594 -1.560 1.858  -0.143
C 0.274 4.521 0.553  -0.538
C -3.212 0.399 -5.694  -0.687
H 2.958 -2.480 2.909  0.140
H -4.433 -5.779 -3.687  0.336
C 0.605 -2.359 -2.629  0.405
C 4.900 -3.190 2.222  0.594
H 4.338 -1.347 3.141  0.110
O 5.215 -2.449 0.986  -0.541
C 6.230 0.322 1.318  0.555
F -2.860 4.551 2.401  -0.337
H 6.358 -0.182 3.413  0.258
C 6.604 1.405 0.333  -1.308
H 3.417 -3.341 -5.031  0.263
C -0.972 -0.165 -1.335  -0.159
C -1.474 6.310 1.741  0.164
H 5.079 -5.074 1.123  0.310
C 2.588 -3.021 -4.361  -0.367
C -3.005 -1.063 3.903  0.074
H -4.017 5.279 -2.436  0.367
H -1.112 -3.107 -4.401  0.554
H -2.754 -2.902 5.113  0.275
H 4.187 -2.805 4.146  0.558
C -2.538 0.306 -4.483  -0.242
N 1.284 0.931 2.089  1.181
H 6.443 1.062 -0.716  0.223
H 3.417 2.864 3.772  0.502
C -1.117 2.674 -2.638  -0.204
C -2.173 -2.866 -2.516  0.849
C -4.598 0.311 -5.708  -0.469
P -2.541 0.586 -1.637  0.614
H 6.748 -0.594 1.027  0.318
C 6.550 0.684 2.735  -1.258
C 4.032 -2.423 3.149  -1.116
C 1.375 -1.330 -3.184  -0.219
H 2.213 -5.072 -3.889  0.321
C -4.242 -0.071 6.217  -0.458
H -2.508 -5.065 -5.084  0.391
N -0.962 -0.536 2.544  1.025
C 0.923 -3.710 -2.838  -0.412
H 7.722 1.615 0.365  0.363
Sc 0.135 -0.179 0.629  -0.301
C -4.608 -0.193 -3.338  -0.648
F 1.688 6.352 -0.055  -0.366
C 0.732 0.888 3.423  -0.278
C -3.752 -4.993 -3.373  -0.474
C 1.874 -4.036 -3.741  -0.727
S 2.443 -1.683 0.506  -0.093
H -4.557 0.339 7.189  0.333
H -1.616 -2.451 3.084  0.416
C -3.168 -1.872 5.051  -0.379
H -5.134 -0.539 -2.410  0.300
C -4.053 -4.358 -2.170  -0.919
F -2.327 7.200 2.275  -0.338
H 5.915 -3.278 2.594  0.257
C -2.030 -1.479 2.788  -0.418
H 4.111 -5.155 2.644  0.400
H -4.724 1.675 4.972  0.371
H -1.872 5.854 -3.553  0.366
H -2.613 0.678 -6.594  0.324
H -5.109 0.593 -6.639  0.312
F 1.212 3.704 0.038  -0.365
H -4.242 2.972 -1.291  0.333
H -4.872 -4.653 -1.573  0.480
H 1.172 -0.302 -2.904  0.216
H 2.980 1.944 1.307  0.645
H 0.294 -4.396 -2.226  0.461
F -0.089 8.119 1.017  -0.356
C -4.242 0.686 5.040  -0.599
H -3.619 0.873 3.025  0.228
S 5.020 -0.907 -1.540  -0.649
H -3.779 -1.997 7.045  0.350
P -0.891 -1.904 -1.671  0.768
C -2.006 4.883 -3.089  -0.586
H 6.115 2.372 0.514  0.247
C -1.933 -3.468 -3.769  -0.424
C 2.358 -1.689 -4.105  -0.716
H 2.899 -0.869 -4.538  0.442
H 0.065 4.384 -3.249  0.419
C -5.286 -0.058 -4.551  -0.692
C -3.238 0.079 -3.280  0.942
C -0.914 3.968 -3.081  -0.782
C -3.339 3.298 -1.834  -0.548
H 1.484 1.710 5.323  0.471
C -0.343 6.810 1.100  0.604
C -0.344 -0.037 3.625  -0.259
H -6.350 -0.267 -4.633  0.380
S -0.538 -2.698 0.222  -0.544
O 4.854 0.067 1.255  -0.064
C 0.540 5.885 0.476  -0.020
C -2.725 -4.560 -4.152  -0.793
H -0.523 -0.319 4.682  0.311
C -0.913 3.962 1.112  0.585
C 2.639 2.155 3.512  -0.700
C -3.336 -3.224 -1.764  -0.221
S -3.914 0.277 -0.198  -0.426
C 1.633 1.566 4.275  -1.196
H -3.649 -2.604 -0.915  0.327
C -3.786 -1.365 6.175  -0.483
H -1.443 0.372 -4.545  0.251
C -3.622 0.203 3.900  0.000
C -1.730 4.946 1.729  -0.148
H -0.393 1.890 -2.750  0.285
C -2.322 2.342 -2.045  0.603
C -3.213 4.537 -2.436  -0.600
H 3.447 -4.334 1.228  0.149

Values from the calculation:
LUMO level   4.094 eV
Total charge   -2



ii) The following is a quantum chemistry calculation of C49H45F5N2O2P3S5Sc as an isolated structure, from the OMol25 dataset.

Last column: Mulliken charge in e.
Positions of all 112 atoms, in Å:
C -2.315 3.610 -3.229  -0.806
H -4.309 -0.619 2.432  0.351
H -3.358 3.275 -3.176  0.551
C -1.772 3.639 2.963  -0.369
H 1.448 1.593 -3.835  0.393
C -1.183 6.116 4.011  0.295
C -0.274 -1.294 -4.392  -0.693
P 2.590 -1.923 3.077  0.688
S 2.958 -1.005 4.772  -0.572
C -3.176 -0.878 -2.216  -0.115
C 4.877 -1.856 0.239  -0.692
S 1.627 -0.980 1.611  -0.194
C 3.919 1.780 -0.717  -0.872
F -0.903 7.361 4.472  -0.320
H -4.523 -2.201 -5.054  0.350
H 0.809 1.966 -6.228  0.399
H 0.682 2.916 -1.770  0.644
H 3.222 -5.457 3.974  0.317
N -0.092 0.852 3.700  2.036
H -5.513 -4.973 1.261  0.354
C 0.335 -0.255 -3.678  0.139
H 4.201 2.542 0.005  0.437
C -2.337 -2.825 0.732  0.319
H 0.821 1.456 6.824  0.416
P 0.562 -0.318 -1.859  1.274
C -0.644 5.189 -3.983  -0.729
H 1.847 1.738 -0.092  -0.493
H -1.468 -2.205 0.544  -0.004
H 4.987 -2.921 -0.020  0.295
H 4.218 0.336 1.810  0.029
C -3.476 -4.961 0.544  -0.802
C 1.779 -4.556 2.621  0.538
C 3.186 -0.134 -2.594  -0.353
C 5.005 -1.664 1.721  0.248
H 2.855 -0.849 -3.340  0.471
H -3.837 0.024 -5.905  0.369
C -0.457 -1.151 -5.766  -0.581
H 5.998 0.221 1.778  0.497
C -2.110 -0.470 3.745  -0.615
C -1.970 4.719 -3.992  -0.716
C -0.069 -0.011 -6.440  -0.597
H 5.096 -0.154 3.302  0.292
C 4.506 0.315 -2.551  -0.899
H -0.583 -2.194 -3.867  0.353
S -3.256 2.134 -0.267  -0.686
H -2.637 1.621 -4.490  0.390
C -2.995 0.691 -4.066  -0.787
Sc -0.541 0.893 1.573  -1.038
H 5.913 1.594 -1.524  0.376
F -3.039 5.924 5.492  -0.329
H 1.386 -5.313 0.685  0.564
C -2.266 5.397 4.522  0.364
N -2.197 -0.379 2.433  1.322
H 1.639 1.917 4.289  0.444
C -0.545 0.591 -0.856  0.243
C 0.314 4.518 -3.205  -0.817
C -3.639 -0.250 -4.876  -0.773
C -0.359 5.567 3.012  -0.106
F -2.095 2.471 2.346  0.086
C 3.044 -5.315 2.901  -1.329
C -0.042 3.400 -2.425  -0.447
H -1.475 -4.534 -0.208  0.440
H 2.938 -6.297 2.429  0.473
H -0.932 -1.966 -6.310  0.347
H -0.237 0.087 -7.497  0.369
C 0.339 1.131 5.907  -0.551
C -2.777 0.360 -2.727  0.625
H -4.109 -2.773 -2.673  0.447
O 1.812 -3.271 3.355  -0.442
C -2.345 -4.155 0.324  -0.411
P -1.924 1.488 -1.579  1.983
C -2.563 4.146 3.989  -0.091
C 0.833 0.872 -4.366  -0.046
H 2.295 -3.762 0.713  0.032
C 2.598 1.318 -0.757  0.999
H -0.340 6.048 -4.559  0.394
H -3.464 -6.013 0.284  0.388
F 0.685 6.274 2.504  -0.331
H 3.898 -4.795 2.466  0.104
C 5.085 -0.216 2.196  -1.107
C -3.443 -0.813 1.764  -1.561
H 5.667 -1.297 -0.262  0.515
F -3.575 3.400 4.498  -0.336
H 0.918 -5.074 3.088  0.338
H 0.569 -3.784 1.011  -0.254
C 2.257 0.347 -1.687  -0.265
H 5.899 -2.208 2.054  0.177
C -1.056 0.161 4.442  -0.113
H -1.446 -0.004 6.639  0.473
C -4.608 -4.397 1.108  -0.440
O 3.905 -2.441 2.330  -0.317
C -1.343 2.933 -2.498  0.598
H 5.238 -0.122 -3.209  0.365
C 1.484 -4.340 1.171  -0.482
C -3.795 -1.806 -3.059  -0.445
H -2.879 -1.025 4.301  0.346
S 0.564 -2.289 -1.536  -0.695
H -5.524 -2.630 1.973  0.370
C -0.606 4.263 2.511  0.914
C 0.772 1.376 4.611  -1.207
H -2.986 -1.102 -1.163  -0.049
C -0.819 0.366 5.829  -1.066
C -4.030 -1.492 -4.397  -0.790
H 1.352 4.828 -3.149  0.445
C -4.631 -3.059 1.519  -0.784
S 0.396 3.423 1.379  -0.580
H 3.911 -1.464 -0.090  -0.153
C 4.887 1.263 -1.584  -0.499
C -3.475 -2.282 1.363  1.286
C 0.546 1.036 -5.737  -0.888
H -3.576 -0.201 0.871  -0.031
H -2.734 5.235 -4.558  0.402

Values from the calculation:
LUMO level   4.077 eV
Total charge   -2



Which of them is the least stable? Correct choice: i).



i) The following is a quantum chemistry calculation of a 2-piece molecular cluster, C7H19N3 overall, from the OMol25 dataset.

Last column: Mulliken charge in e.
Positions of all 29 atoms, in Å:
N -0.557 2.056 -0.214  -0.608
H 2.385 -2.380 -0.540  0.453
C 1.781 -0.335 1.203  -1.669
H 0.210 1.500 -0.672  0.243
N -2.365 -1.056 0.455  -0.564
H 0.697 -2.543 -0.053  0.360
C -2.004 1.490 1.723  -1.512
C 1.384 -1.953 -0.662  -1.781
H -2.331 -1.971 0.014  0.254
H -1.623 0.779 2.461  0.294
H 0.050 -0.283 -0.248  -1.149
H 2.787 -0.735 1.370  0.453
C 2.315 0.294 -1.160  -1.534
H -0.168 2.725 0.443  0.317
H 2.397 1.341 -0.866  0.427
H -3.093 1.428 1.734  0.306
H -1.317 0.613 -2.139  0.312
H 1.100 -2.078 -1.708  0.356
N -1.761 -0.160 -1.666  -0.559
H 2.000 0.252 -2.203  0.337
C -1.471 1.185 0.356  0.404
C 1.354 -0.479 -0.255  2.233
H 1.103 -0.879 1.863  0.356
H -1.696 2.484 2.048  0.453
H -3.341 -0.809 0.553  0.243
H -1.345 -1.018 -2.009  0.225
H 3.328 -0.116 -1.102  0.422
H 1.790 0.711 1.510  0.288
C -1.610 -0.063 -0.238  0.639

Values from the calculation:
LUMO level   0.853 eV
SMILES   CC(N)=C(N)N.CC(C)C



ii) The following is a quantum chemistry calculation of C7H19N3 as an isolated structure, from the OMol25 dataset.

Last column: Mulliken charge in e.
Positions of all 29 atoms, in Å:
H -3.734 0.438 2.432  0.377
C -0.446 -0.235 0.191  -0.924
H -3.214 1.537 1.143  0.334
H -0.351 -1.280 -0.126  0.146
H -2.065 -1.235 1.678  0.401
H 2.815 -0.832 1.101  0.397
H 0.361 1.738 -0.843  0.291
H -3.774 -0.302 -0.666  0.336
C -2.890 0.730 1.803  -1.306
H 3.925 1.074 0.542  0.258
H 2.746 -0.560 -2.612  0.360
N 3.217 1.761 0.311  -0.883
H 1.424 3.074 -0.636  0.299
C -2.393 -0.456 0.989  0.279
N 2.015 -0.081 -0.681  0.343
H 1.217 0.336 -2.580  0.340
H 3.859 -1.096 -0.316  0.383
C 2.262 1.284 -0.390  0.546
H -4.313 -1.386 0.626  0.375
H 0.048 -0.060 1.154  0.229
N 1.303 2.116 -0.931  -0.482
H -1.645 0.187 0.078  0.228
H 1.240 -1.376 -2.134  0.348
H -3.044 -1.903 -0.488  0.338
C -3.442 -1.048 0.059  -1.260
H 2.375 -2.043 -0.114  0.346
H -2.106 1.112 2.458  0.351
C 2.817 -1.058 0.035  -1.360
C 1.793 -0.437 -2.082  -1.089

Values from the calculation:
LUMO level   0.763 eV



Which of them is the least stable? Correct choice: ii).



i) The following is a quantum chemistry calculation of an isolated ion of composition C2H6NO2 and charge +1, from the OMol25 dataset.

Last column: Mulliken charge in e.
Positions of all 11 atoms, in Å:
H 0.383 -0.832 -1.458  0.374
O 1.098 -1.166 0.655  -0.499
C 0.354 -0.301 0.977  0.580
C -0.553 0.345 -0.059  -0.521
N 0.053 0.145 -1.409  -0.290
H -0.742 0.159 -2.056  0.376
H -0.771 1.383 0.160  0.385
O 0.116 0.170 2.185  -0.399
H 0.771 0.753 -1.766  0.321
H -1.420 -0.317 -0.009  0.283
H 0.711 -0.337 2.781  0.390

Values from the calculation:
LUMO level   -4.051 eV
Total charge   +1
SMILES   [NH3+]CC(=O)O



ii) The following is a quantum chemistry calculation of a 2-piece molecular cluster, C2H6NO2 overall, from the OMol25 dataset.

Last column: Mulliken charge in e.
Positions of all 11 atoms, in Å:
O 0.502 -3.816 -1.241  -0.441
H 1.197 -5.623 -3.413  0.322
O 1.416 -4.718 -3.100  -0.415
H -1.266 4.039 3.189  0.312
H -1.725 2.861 1.899  0.300
H 1.724 -5.570 -0.882  0.288
H -1.320 4.377 0.418  0.368
C 1.257 -4.775 -1.631  0.246
H 0.345 4.783 1.266  0.359
C -1.433 3.842 2.185  -0.056
N -0.696 4.601 1.311  -0.283

Values from the calculation:
LUMO level   -7.755 eV
Total charge   +1



iii) The following is a quantum chemistry calculation of an isolated ion of composition C2H6NO2 and charge +1, from the OMol25 dataset.

Last column: Mulliken charge in e.
Positions of all 11 atoms, in Å:
H 1.363 1.286 0.552  0.318
H 0.841 -0.792 2.262  0.300
H -0.305 1.395 -1.236  0.435
H -0.307 1.107 1.369  0.344
H 0.195 -1.324 0.803  0.334
C 0.476 0.670 0.774  -0.196
O 0.575 -0.463 -1.238  -0.172
C -0.120 0.420 -0.688  0.130
N 0.811 -0.635 1.262  -0.364
H -1.939 -0.186 -1.142  0.344
O -1.552 0.027 -0.277  -0.473

Values from the calculation:
LUMO level   -10.337 eV
Total charge   +1



Which of them is the least stable? Correct choice: iii).